Record 1
DFT (ωB97M-V/def2-TZVPD) results for 6 unconnected molecules or ions with the total composition C19H46IO7.

The geometry in XYZ format:
```
73
Properties=species:S:1:pos:R:3:forces:R:3
C 1.160 -2.693 -1.880 0.030 0.014 0.068
C 2.138 -1.540 -1.695 0.000 0.235 -0.131
O 1.452 -0.535 -0.974 -0.012 -0.110 0.185
C 2.070 0.784 -1.001 -0.061 -0.024 0.006
C 3.555 0.862 -0.886 -0.161 0.107 -0.095
C 4.041 2.073 -1.606 0.083 0.087 0.009
C 3.880 2.220 -3.088 0.284 -0.150 -0.174
O 3.481 1.417 -3.896 -0.140 0.029 0.077
C 4.011 0.919 0.549 -0.111 -0.084 0.042
C 3.906 -0.393 1.349 0.055 -0.081 -0.035
C 2.487 -0.708 1.807 -0.067 0.022 -0.027
I 2.334 -1.298 3.892 0.059 -0.045 0.111
H 0.616 -2.589 -2.819 -0.087 -0.059 0.086
H 0.451 -2.665 -1.049 -0.052 -0.068 -0.008
H 1.655 -3.667 -1.855 0.059 0.024 -0.113
H 3.046 -1.845 -1.164 -0.033 -0.036 0.051
H 2.482 -1.136 -2.654 0.014 -0.073 -0.009
H 1.554 1.290 -0.157 -0.052 0.037 -0.052
H 1.707 1.272 -1.915 0.119 -0.033 -0.066
H 3.637 3.065 -1.231 -0.008 -0.003 0.027
H 5.130 2.199 -1.469 -0.048 0.080 0.002
H 4.231 3.216 -3.465 -0.054 0.016 0.076
H 5.060 1.233 0.594 0.028 -0.015 -0.039
H 3.439 1.694 1.130 0.087 0.003 0.039
H 4.584 -0.366 2.203 -0.044 0.040 0.031
H 4.236 -1.205 0.697 0.101 -0.005 0.071
H 1.827 0.150 1.757 -0.010 0.042 -0.007
H 2.022 -1.534 1.286 -0.008 0.022 -0.053
C -3.069 2.032 -1.544 0.044 0.040 -0.030
C -2.228 2.571 -0.400 -0.022 -0.051 0.009
O -0.879 2.781 -0.768 -0.016 0.092 0.021
H -2.633 1.106 -1.919 -0.028 0.038 0.010
H -4.093 1.834 -1.219 0.000 0.007 0.003
H -3.109 2.750 -2.368 -0.006 0.001 0.002
H -2.190 1.842 0.410 -0.031 0.004 0.007
H -2.678 3.488 0.002 0.013 0.008 0.001
H -0.837 3.424 -1.482 -0.007 -0.038 -0.003
C -3.398 -1.389 -4.404 0.055 -0.015 -0.072
C -2.092 -1.434 -3.633 0.066 0.014 0.178
O -0.957 -1.649 -4.455 -0.139 0.029 -0.305
H -3.543 -2.317 -4.959 -0.009 0.007 -0.002
H -4.239 -1.259 -3.720 0.004 -0.005 0.021
H -3.401 -0.559 -5.115 -0.016 0.006 0.005
H -2.101 -2.267 -2.935 -0.026 0.028 0.011
H -1.960 -0.516 -3.050 0.010 -0.067 0.025
H -0.863 -0.888 -5.037 0.122 -0.017 0.040
C -3.650 -1.174 0.214 0.003 0.009 -0.039
C -4.203 -2.576 0.054 0.012 0.080 -0.001
O -3.727 -3.208 -1.131 0.036 -0.055 0.064
H -3.902 -0.565 -0.657 -0.008 -0.032 0.027
H -4.060 -0.702 1.108 -0.001 -0.013 0.012
H -2.561 -1.194 0.303 0.005 0.013 0.009
H -5.289 -2.552 -0.047 -0.004 0.000 0.018
H -3.968 -3.181 0.935 -0.012 -0.010 -0.005
H -2.766 -3.251 -1.068 -0.021 -0.020 -0.028
C 7.536 1.076 5.622 0.012 -0.039 -0.006
C 6.469 0.948 4.550 -0.083 0.047 -0.038
O 6.244 -0.395 4.158 0.202 -0.090 0.062
H 8.474 0.638 5.279 0.001 0.002 0.007
H 7.711 2.125 5.872 -0.004 0.009 -0.006
H 7.231 0.560 6.536 0.002 0.005 0.002
H 6.778 1.462 3.639 -0.003 0.027 0.016
H 5.535 1.413 4.884 -0.006 -0.006 -0.015
H 5.902 -0.889 4.911 -0.133 0.034 -0.061
C -7.167 0.955 1.610 0.034 -0.002 -0.002
C -7.342 -0.420 2.224 0.027 -0.009 -0.039
O -6.151 -0.898 2.837 -0.016 0.014 0.054
H -6.360 0.944 0.878 0.001 0.003 0.001
H -8.084 1.278 1.114 -0.009 -0.003 -0.002
H -6.923 1.695 2.377 -0.003 0.003 -0.005
H -7.578 -1.154 1.453 -0.025 0.010 -0.001
H -8.170 -0.417 2.941 0.000 -0.009 0.004
H -5.902 -0.287 3.538 0.016 -0.017 -0.023
```
Forces are in eV/Å.

- Frontier orbital gap: 4.025 eV
- Spin multiplicity: 1
- E_tot: -42879.1221 eV
- Charge: -1

***

Record 2
DFT (ωB97M-V/def2-TZVPD) results for a molecular structure, C13H15AuBr2N2Si.

The geometry in XYZ format:
```
34
Properties=species:S:1:pos:R:3:forces:R:3
Au -0.870 -0.420 0.748 0.146 0.017 -0.144
Br 5.496 2.610 0.992 0.083 0.030 -0.015
C 3.714 2.017 1.088 -0.075 -0.004 -0.011
C 3.303 1.230 2.148 -0.022 -0.024 0.027
C 1.980 0.818 2.157 -0.023 -0.025 -0.026
N 1.105 1.150 1.215 -0.002 -0.028 0.077
C 1.507 1.917 0.206 -0.027 0.074 -0.058
C 2.817 2.373 0.098 -0.005 -0.032 0.036
C 0.457 2.273 -0.801 0.086 0.046 0.034
C 0.729 3.094 -1.890 -0.048 -0.016 0.000
C -0.307 3.391 -2.757 0.012 -0.034 0.068
Br 0.007 4.501 -4.242 0.025 0.051 -0.072
C -1.570 2.878 -2.531 -0.041 -0.021 0.019
C -1.737 2.064 -1.423 0.016 -0.033 0.012
N -0.754 1.769 -0.579 -0.076 -0.019 0.001
H 3.983 0.939 2.935 0.001 0.003 -0.001
H 1.605 0.185 2.952 0.006 -0.005 0.000
H 3.143 2.987 -0.726 0.008 0.011 -0.002
H 1.712 3.499 -2.070 0.005 0.012 -0.005
H -2.397 3.095 -3.192 0.003 0.005 -0.002
H -2.700 1.621 -1.203 -0.001 -0.006 -0.008
C -2.725 -2.958 -0.760 -0.061 -0.028 -0.023
Si -1.470 -2.647 0.611 0.004 0.148 0.033
C 0.055 -3.669 0.179 0.011 -0.074 0.013
C -2.194 -3.381 2.183 -0.036 -0.032 0.060
H -2.946 -4.027 -0.844 -0.011 0.008 -0.013
H -2.351 -2.613 -1.726 0.010 -0.004 0.000
H -3.662 -2.434 -0.561 -0.003 -0.010 -0.001
H -0.208 -4.727 0.073 0.018 0.003 -0.002
H 0.817 -3.585 0.957 0.001 -0.009 -0.002
H 0.502 -3.336 -0.760 -0.004 0.002 -0.005
H -2.424 -4.441 2.033 -0.007 0.001 0.023
H -3.116 -2.873 2.472 -0.001 -0.001 -0.007
H -1.497 -3.300 3.019 0.006 -0.005 -0.005
```
Forces are in eV/Å.

- Relative energy (zero: lowest compared OMol25 entry of this formula, charge and spin): 0.000 eV
- Frontier orbital gap: 7.018 eV
- Spin multiplicity: 1
- E_tot: -168360.5462 eV
- Charge: 0

***

Record 3
DFT (ωB97M-V/def2-TZVPD) results for a molecular structure, C14H26O3P2Pd at a distorted geometry.

The geometry in XYZ format:
```
46
Properties=species:S:1:pos:R:3:forces:R:3
Pd -0.168 -1.251 -0.564 -7.182 -8.319 -2.741
H 1.003 -0.545 -0.999 4.251 1.404 -2.112
H 0.974 -0.542 -0.108 5.098 1.935 1.731
P -0.159 -1.677 -2.878 0.397 -0.948 -1.215
P -0.335 -1.649 1.750 0.502 -1.350 1.833
C -1.586 -0.661 2.685 -0.103 0.207 -0.551
H -1.627 -0.951 3.750 0.133 -0.036 -0.524
H -1.334 0.409 2.601 -0.062 -0.475 0.080
H -2.573 -0.818 2.220 0.283 0.045 0.242
C -0.816 -3.382 2.160 -0.042 0.082 0.104
H -0.070 -4.063 1.721 -0.271 0.232 0.199
H -0.876 -3.537 3.252 0.021 0.006 -0.434
H -1.792 -3.594 1.696 0.344 0.048 0.197
C 1.189 -1.419 2.771 0.014 0.078 -0.311
H 1.501 -0.363 2.718 -0.089 -0.372 -0.018
H 1.021 -1.700 3.826 -0.064 0.086 -0.488
H 1.993 -2.042 2.344 -0.292 0.243 0.203
C -0.775 -3.360 -3.314 -0.007 0.100 0.106
H -0.729 -3.537 -4.403 0.004 0.100 0.441
H -0.159 -4.103 -2.783 -0.238 0.264 -0.227
H -1.814 -3.456 -2.961 0.391 0.016 -0.148
C -1.196 -0.587 -3.952 -0.027 0.125 0.496
H -0.839 0.453 -3.857 -0.147 -0.373 -0.062
H -1.159 -0.897 -5.011 0.085 0.025 0.517
H -2.236 -0.625 -3.589 0.365 0.040 -0.171
C 1.477 -1.631 -3.738 -0.065 0.090 0.219
H 2.162 -2.323 -3.221 -0.241 0.286 -0.215
H 1.388 -1.918 -4.801 -0.056 0.114 0.468
H 1.892 -0.611 -3.667 -0.122 -0.400 -0.001
C -1.344 0.267 -0.614 -5.409 5.353 -1.134
O -2.090 1.171 -0.648 2.241 -2.521 0.222
H -1.458 -2.293 -0.596 0.364 0.250 0.152
O 2.348 1.198 0.117 -2.815 -0.537 1.104
C 1.177 1.424 0.684 3.749 1.693 -1.430
O 0.175 0.472 0.606 -0.268 4.191 3.708
C 0.906 2.803 1.149 -0.358 -1.844 -0.561
C -0.385 3.222 1.501 -0.405 1.185 0.456
C -0.626 4.564 1.826 0.485 -0.700 -0.211
C 0.417 5.493 1.806 -0.130 0.100 0.055
C 1.707 5.085 1.467 -0.327 -0.854 -0.111
C 1.953 3.752 1.138 0.228 0.855 0.158
H -1.215 2.528 1.499 0.008 -0.089 -0.049
H -1.627 4.888 2.077 -0.066 -0.026 0.020
H 0.227 6.532 2.042 -0.044 0.010 0.027
H 2.516 5.805 1.442 0.012 -0.053 -0.001
H 2.958 3.471 0.856 -0.145 -0.265 -0.025
```
Forces are in eV/Å.

- ⟨S²⟩: 2.028
- Frontier orbital gap (alpha / beta): 3.596 / 5.927 eV
- Spin multiplicity: 3
- E_tot: -43130.9579 eV
- Charge: 0

***

Record 4
DFT (ωB97M-V/def2-TZVPD) results for 2 unconnected molecules or ions with the total composition C3H8BrN2 at a distorted geometry.

The geometry in XYZ format:
```
14
Properties=species:S:1:pos:R:3:forces:R:3
C -0.144 0.387 0.057 1.990 2.554 -0.194
C -1.447 -1.782 0.108 -1.718 -1.277 -1.474
C 2.326 1.207 -0.349 -1.857 -2.343 1.013
N -0.321 -0.869 0.135 -0.103 -1.309 0.296
N -0.886 1.466 0.026 1.588 1.523 -0.186
Br 3.348 0.097 0.657 0.364 -0.198 -0.130
H -1.353 -2.565 -0.746 0.208 1.478 1.387
H -1.614 -2.362 1.038 0.384 0.705 -0.354
H -2.352 -1.207 -0.139 0.199 -0.263 0.270
H 2.097 2.111 0.096 -0.222 1.865 0.524
H 2.012 0.933 -1.315 0.278 -0.081 -1.168
H 0.541 -1.329 0.298 1.031 -0.671 -0.020
H -0.324 2.376 -0.001 -1.655 -1.881 0.020
H -1.881 1.537 0.135 -0.486 -0.100 0.015
```
Forces are in eV/Å.

- Relative energy (zero: lowest compared OMol25 entry of this formula, charge and spin): 4.145 eV
- Frontier orbital gap (alpha / beta): 7.360 / 8.779 eV
- Spin multiplicity: 1
- E_tot: -76253.1654 eV
- Charge: +1